Here is C10H24Cl10N3O6 as an isolated structure from the OMol25 dataset. Energies are from ωB97M-V with the def2-TZVPD basis set.

Results
2S+1   1
Charge   -1
DFT total energy   -152708.3321 eV
HOMO level   -4.6 eV
Kohn-Sham gap   6.93 eV
E_LUMO   2.3 eV

Last column: Mulliken charge in e.
Geometry (Å):
1 N -0.2659 -0.2995 0.0365  -0.809
2 H -1.1996 -0.0465 -0.2539  1.319
3 H -0.2269 -1.2735 0.3011  -0.682
4 H 0.1101 0.3602 0.7024  -0.605
5 H 0.1465 -0.2922 -0.8855  1.276
6 N -3.1326 -0.7994 -0.3943  0.832
7 O -3.9662 -1.1430 -1.1996  -0.764
8 O -2.2706 0.0780 -0.5580  -0.453
9 O -2.9848 -1.7688 0.3821  -0.661
10 N -1.1797 -2.9159 -1.4764  0.327
11 O -0.6829 -1.8840 -1.0838  -0.146
12 O -0.4480 -3.9367 -1.4675  -0.756
13 O -2.3781 -2.9810 -1.6158  -0.567
14 Cl -0.6586 1.5533 -0.4396  -0.218
15 C 0.4828 2.8334 0.1249  -0.488
16 C -0.1307 4.1895 0.5964  -0.273
17 Cl 1.2861 5.2108 0.8909  -0.245
18 H 1.3080 2.8420 -0.5873  0.631
19 H 1.0015 2.3133 0.9303  0.051
20 H -0.7181 4.0084 1.4965  0.078
21 H -0.6739 4.6481 -0.2299  0.403
22 Cl 4.2496 -0.5665 -1.6030  -0.237
23 C 3.3979 -2.0075 -2.2460  -0.638
24 C 1.8832 -1.8308 -2.0072  -0.271
25 Cl 1.4487 -1.9647 -0.2799  -0.014
26 H 3.8184 -2.8638 -1.7187  0.314
27 H 3.5901 -2.0797 -3.3164  0.399
28 H 1.1792 -2.5583 -2.4112  0.552
29 H 1.5503 -0.8559 -2.3633  0.101
30 Cl -0.6833 1.0859 1.8928  0.081
31 C -0.8177 1.8831 3.4386  -0.858
32 C 0.6524 2.2111 3.9323  -0.350
33 Cl 1.3687 3.5543 3.1779  -0.127
34 H -1.2287 1.2240 4.2033  0.426
35 H -1.3301 2.8433 3.3797  0.395
36 H 1.2803 1.3303 3.7984  0.111
37 H 0.7261 2.2259 5.0197  0.475
38 Cl -0.9922 -2.1724 1.3478  -0.002
39 C -0.1006 -1.6967 2.8510  0.087
40 C 1.4194 -1.9064 2.7484  -0.771
41 Cl 2.1315 -0.7427 1.5545  -0.101
42 H -0.3886 -2.2627 3.7369  0.568
43 H -0.3686 -0.6448 2.9496  -0.455
44 H 1.5655 -2.8895 2.3008  0.478
45 H 1.8850 -1.8974 3.7339  0.428
46 Cl 0.3349 0.0841 -2.1505  -0.061
47 C -0.7471 0.8542 -3.3950  -0.612
48 C -1.6330 -0.2133 -4.1270  -0.696
49 Cl -2.9084 -0.8144 -3.1810  0.001
50 H -0.0472 1.1658 -4.1703  0.472
51 H -1.3866 1.6246 -2.9642  0.297
52 H -1.0220 -1.0411 -4.4868  0.337
53 H -2.2455 0.2257 -4.9147  0.419

Here is a single C4H6N2S2 molecule from the OMol25 dataset. Energies are from ωB97M-V with the def2-TZVPD basis set.

Results
2S+1   1
SMILES string   C=N/N=C(\C=S)CS
DFT total energy   -28893.3555 eV
HOMO level   -8.9 eV
Kohn-Sham gap   7.76 eV
E_LUMO   -1.2 eV

Last column: Mulliken charge in e.
Geometry (Å):
1 C -2.5154 0.0489 -0.7475  -0.291
2 N -1.9482 0.2259 0.3587  -0.580
3 N -0.7818 -0.3800 0.5934  -0.069
4 C 0.3529 0.1688 0.3888  0.698
5 C 0.5548 1.5731 -0.1039  -0.285
6 S 1.9388 2.3607 -0.1869  -0.226
7 C 1.5079 -0.6407 0.8626  -0.759
8 S 2.1974 -1.5689 -0.5094  -0.195
9 H -2.1516 -0.6139 -1.5374  0.296
10 H -3.4022 0.6329 -0.9480  0.281
11 H -0.3891 2.0235 -0.4465  0.289
12 H 2.3005 -0.0197 1.2882  0.420
13 H 1.0942 -1.3294 1.6006  0.301
14 H 1.2418 -2.4812 -0.6127  0.120

Here is a 10-piece molecular cluster, C51H99F4IN2O16PS overall from the OMol25 dataset. Energies are from ωB97M-V with the def2-TZVPD basis set.

Results
2S+1   1
Charge   +1
DFT total energy   -129318.3127 eV
HOMO level   -10.5 eV
Kohn-Sham gap   8.14 eV
E_LUMO   -2.3 eV

Last column: Mulliken charge in e.
Geometry (Å):
1 C 1.8321 -0.3332 5.4160  -1.304
2 C 0.8956 0.1446 4.3273  -0.354
3 O 1.5376 0.4462 3.1094  0.653
4 C 1.6553 -0.6815 2.2937  -2.439
5 C 2.4144 -0.3775 0.9916  0.273
6 C 3.9043 -0.4156 1.4248  -1.208
7 C 4.3818 0.4968 2.5259  -0.755
8 O 4.3506 0.2993 3.7375  -0.553
9 F 5.0423 1.5736 2.0289  -0.114
10 C 2.1361 1.0255 0.3837  1.688
11 C 3.3024 1.6369 -0.4821  -2.779
12 C 2.8731 2.1013 -1.8619  -0.671
13 C 4.1225 2.6398 -2.5964  -1.202
14 I 3.5966 4.2301 -3.9127  0.045
15 P 1.6464 2.5180 1.4758  0.316
16 N 1.6317 3.7461 0.5281  -0.958
17 O 2.6385 2.7651 2.6800  -0.499
18 O 0.1643 2.3422 2.1020  -0.254
19 O 0.9709 1.1063 -0.4410  -0.599
20 C 0.1879 -0.0184 -0.7687  1.606
21 S -1.0187 -0.2917 0.5920  -0.213
22 C -0.4908 0.4562 -2.0848  -1.199
23 C -1.9995 0.6975 -2.0622  -1.669
24 C -2.8904 -0.5231 -2.3906  0.346
25 C -3.6994 -1.0799 -1.2211  -1.237
26 O -5.0029 -1.4139 -1.6876  -0.225
27 C -5.4111 -2.6972 -1.2644  -0.761
28 C 1.0938 -1.2242 -1.0751  -0.547
29 C 0.1947 -2.3530 -1.5901  0.928
30 C 0.3739 -2.7181 -3.0941  -1.905
31 N 2.1621 -1.5368 -0.0206  1.891
32 C 3.4204 -1.8508 -0.7899  -1.088
33 C 3.3413 -2.8014 -1.9878  -0.728
34 C 4.6742 -3.4996 -2.1606  0.502
35 F 4.7723 -4.4550 -1.2092  -0.307
36 F 5.7072 -2.6817 -2.0367  -0.185
37 F 4.7157 -4.1234 -3.3303  -0.261
38 C 1.8453 -2.8164 0.6767  -2.369
39 O 2.8587 -3.1993 1.5479  -0.096
40 C 2.4162 -4.2666 2.3720  -0.900
41 H 1.3069 -0.4808 6.3469  0.516
42 H 2.3863 -1.2216 5.1449  0.244
43 H 2.5629 0.4398 5.6087  0.267
44 H 0.0754 -0.5662 4.2137  0.290
45 H 0.4429 1.0671 4.6632  0.468
46 H 0.6656 -1.1006 2.1539  1.109
47 H 2.2287 -1.4140 2.8555  0.771
48 H 4.5911 -0.2354 0.6128  0.537
49 H 4.1692 -1.4022 1.7708  1.125
50 H 3.7244 2.5002 0.0091  1.222
51 H 4.1355 0.9622 -0.6713  0.787
52 H 2.1595 2.9054 -1.8140  0.709
53 H 2.5239 1.2720 -2.4615  -0.091
54 H 4.9126 2.9137 -1.9127  0.529
55 H 4.5167 1.8560 -3.2255  0.520
56 H 0.7062 4.1323 0.4267  0.215
57 H 2.2105 3.3618 3.3034  0.388
58 H -0.4571 2.4689 1.3783  0.260
59 H -1.3457 -1.5855 0.4747  0.140
60 H -0.0428 1.3916 -2.3796  0.537
61 H -0.2859 -0.2162 -2.9135  0.439
62 H -2.1641 1.3628 -2.9046  0.712
63 H -2.3631 1.2623 -1.2153  0.551
64 H -2.2687 -1.2670 -2.8752  0.358
65 H -3.6068 -0.2243 -3.1354  0.173
66 H -3.2406 -2.0211 -0.9161  0.529
67 H -3.7270 -0.4233 -0.3599  0.375
68 H -4.9370 -3.4917 -1.8374  0.301
69 H -5.2627 -2.8090 -0.1946  0.180
70 H -6.4735 -2.7618 -1.4582  0.282
71 H 1.6249 -0.8216 -1.9260  0.037
72 H -0.8462 -2.0841 -1.5374  -1.689
73 H 0.2108 -3.3064 -1.0783  0.854
74 H -0.5438 -2.5629 -3.6430  0.486
75 H 0.6928 -3.7424 -3.2198  0.372
76 H 1.1078 -2.0723 -3.5548  0.396
77 H 4.1926 -2.2523 -0.1580  0.986
78 H 3.8348 -0.9295 -1.1642  0.413
79 H 3.2091 -2.2247 -2.8924  0.379
80 H 2.5983 -3.5831 -1.9686  0.078
81 H 1.7986 -3.6132 -0.0598  1.349
82 H 0.8418 -2.8210 1.0819  0.877
83 H 3.1133 -4.3562 3.1905  0.332
84 H 2.4066 -5.2086 1.8341  0.322
85 H 1.4299 -4.0927 2.7924  0.384
86 C 8.6352 -3.2976 -6.9801  -1.101
87 C 7.1746 -3.6188 -7.1871  0.713
88 O 6.6478 -3.5154 -8.2662  -0.540
89 C 6.3947 -4.0782 -5.9750  -0.774
90 H 9.0722 -2.9823 -7.9239  0.312
91 H 8.7429 -2.4912 -6.2527  0.312
92 H 9.1658 -4.1810 -6.6214  0.313
93 H 6.4086 -3.3019 -5.2086  0.093
94 H 6.8315 -4.9945 -5.5745  0.344
95 H 5.3642 -4.2744 -6.2628  0.322
96 C -6.1254 -1.4788 3.1800  -1.118
97 C -5.2615 -2.7045 3.0560  0.959
98 O -4.1069 -2.6337 2.6911  -0.521
99 C -5.8947 -4.0266 3.4083  -1.274
100 H -5.5510 -0.5991 2.8977  0.191
101 H -6.9917 -1.5620 2.5215  0.380
102 H -6.4607 -1.3650 4.2123  0.369
103 H -6.7503 -4.2151 2.7584  0.337
104 H -6.2268 -4.0148 4.4469  0.377
105 H -5.1676 -4.8249 3.2775  0.320
106 C -6.2866 -0.7443 -5.7261  -1.077
107 C -4.9134 -1.3595 -5.8206  0.966
108 O -3.9402 -0.8054 -5.3631  -0.529
109 C -4.8086 -2.6969 -6.5100  -1.237
110 H -6.2214 0.2107 -5.2101  0.156
111 H -6.6923 -0.5803 -6.7252  0.422
112 H -6.9534 -1.4036 -5.1687  0.302
113 H -5.1529 -2.6137 -7.5414  0.362
114 H -5.4160 -3.4359 -5.9854  0.337
115 H -3.7718 -3.0250 -6.5093  0.303
116 C -5.4524 3.8699 -2.4033  -1.390
117 C -5.0222 2.7874 -1.4464  0.911
118 O -4.1198 2.9655 -0.6558  -0.519
119 C -5.7599 1.4762 -1.5115  -0.483
120 H -4.8409 4.7563 -2.2496  0.318
121 H -5.3293 3.5284 -3.4324  0.363
122 H -6.4983 4.1263 -2.2291  0.351
123 H -5.6440 1.0298 -2.4994  -0.123
124 H -6.8195 1.6329 -1.3020  0.658
125 H -5.3552 0.8009 -0.7718  -0.021
126 C 10.8215 -4.3539 -1.0320  -1.158
127 C 10.0285 -3.1728 -1.5364  0.666
128 O 10.5618 -2.1455 -1.8729  -0.549
129 C 8.5253 -3.3297 -1.6038  -0.852
130 H 11.8795 -4.1058 -1.0356  0.320
131 H 10.5186 -4.6012 -0.0133  0.326
132 H 10.6577 -5.2183 -1.6773  0.327
133 H 8.1252 -3.5315 -0.6083  0.318
134 H 8.2640 -4.1502 -2.2748  0.314
135 H 8.0908 -2.4102 -1.9824  0.267
136 C -4.5960 5.3391 1.8292  -0.983
137 C -5.6511 6.2388 1.2372  0.807
138 O -6.7958 5.8668 1.1246  -0.491
139 C -5.2155 7.6127 0.7902  -1.202
140 H -5.0496 4.3897 2.1040  0.236
141 H -3.8116 5.1539 1.0939  0.193
142 H -4.1642 5.7977 2.7208  0.452
143 H -4.4495 7.5286 0.0178  0.319
144 H -4.8147 8.1718 1.6367  0.362
145 H -6.0698 8.1494 0.3847  0.314
146 C -9.4066 4.5513 1.8274  -0.817
147 C -10.2456 3.6145 2.6595  0.800
148 O -10.0754 2.4176 2.6316  -0.564
149 C -11.3094 4.2373 3.5326  -1.103
150 H -8.6849 3.9787 1.2537  0.149
151 H -10.0424 5.1116 1.1398  0.340
152 H -8.8687 5.2460 2.4699  0.273
153 H -12.0239 4.7854 2.9170  0.320
154 H -10.8518 4.9205 4.2494  0.313
155 H -11.8361 3.4559 4.0752  0.305
156 C -3.3112 -0.6294 7.0433  -0.939
157 C -4.4225 0.2542 6.5273  0.916
158 O -5.5546 -0.1506 6.4249  -0.555
159 C -4.0519 1.6670 6.1447  -0.996
160 H -3.7109 -1.6125 7.2801  0.302
161 H -2.5355 -0.7349 6.2824  0.078
162 H -2.8774 -0.1964 7.9458  0.396
163 H -3.3058 1.6548 5.3478  0.147
164 H -3.6490 2.1956 7.0098  0.373
165 H -4.9378 2.1896 5.7921  0.303
166 C 9.9678 2.7264 2.7636  -1.058
167 C 9.1493 3.8765 2.2244  0.712
168 O 9.6702 4.8745 1.7940  -0.540
169 C 7.6464 3.7176 2.2495  -0.780
170 H 11.0247 2.9688 2.6874  0.307
171 H 9.7190 2.5488 3.8110  0.310
172 H 9.7689 1.8221 2.1859  0.288
173 H 7.3011 3.5819 3.2755  0.328
174 H 7.3512 2.8559 1.6496  0.103
175 H 7.1833 4.6105 1.8363  0.337